Record 1
# C4H10N2O

A single C4H10N2O molecule (wB97M-V/def2-TZVPD, OMol25).

Structure (XYZ):
```
17
Properties=species:S:1:pos:R:3:forces:R:3:lowdin_charge:R:1
H 1.57444 -0.57807 0.03137 -0.04 -0.02 -0.13 0.11
H -1.08072 -1.57945 1.10457 0.06 0.03 0.19 0.11
H 0.69637 2.80083 -1.02099 0.28 -0.08 -0.10 0.10
C -0.95153 0.49522 0.67064 -1.00 0.42 0.83 -0.15
C 0.73775 -1.28189 0.00688 0.20 0.09 0.06 -0.29
N 0.19127 -1.29402 -1.35090 -0.02 0.24 0.25 0.00
H 0.18480 -0.70494 1.99265 0.09 -0.21 0.18 0.11
H 0.94219 -1.29106 -2.02455 -0.06 -0.16 -0.15 0.07
H -0.39628 -2.10213 -1.49792 0.06 -0.11 -0.12 0.07
N 0.41582 1.83600 -0.89742 -0.48 0.51 0.38 0.14
H 1.14523 -2.25180 0.31531 -0.02 -0.02 0.02 0.10
O 0.35359 2.36767 1.31472 0.33 0.01 0.09 0.06
C -0.00480 1.64374 0.41348 -0.25 -0.02 -0.68 -0.55
H -1.75556 0.35226 -0.05280 0.50 0.15 -0.55 0.11
H -0.26937 1.55524 -1.58437 0.20 -0.35 -0.07 0.09
H -1.48867 0.85409 1.55429 0.04 -0.19 0.08 0.12
C -0.29454 -0.82170 1.02505 0.11 -0.28 -0.29 -0.20
```
Forces are in eV/Å.

The HOMO energy is -9.521 eV. The energy above the lowest of the compared OMol25 structures with the same formula, charge and spin comes out at 61.0 kJ/mol. The spin multiplicity is 1. For the energy, the calculation gives -9338.355 eV.



Record 2
# C3H4NO3

2 unconnected molecules or ions with the total composition C3H4NO3 (wB97M-V/def2-TZVPD, OMol25).

Structure (XYZ):
```
11
Properties=species:S:1:pos:R:3:forces:R:3:lowdin_charge:R:1
C -2.07531 -0.83898 1.52044 -0.40 0.34 -0.43 -0.84
O -3.20096 -0.65760 0.74056 -1.47 -1.18 -0.01 -0.13
N -1.92649 0.22427 0.84417 1.61 1.57 -0.21 0.06
H 1.94475 1.68134 -1.44936 0.07 0.03 -0.01 0.09
O 1.85836 -0.42185 -1.31247 0.81 -1.12 -0.79 -0.09
O -1.68258 -1.65102 2.32001 0.25 -0.74 0.65 -0.02
C 1.26301 0.84146 -1.36780 -0.41 0.64 0.13 -0.19
H 0.36017 0.90930 -1.96162 -0.07 0.00 -0.02 0.10
H 1.91363 0.30315 0.65881 0.08 0.02 0.06 0.10
H 0.30855 -0.43013 0.15297 -0.05 -0.05 -0.07 0.08
C 1.23687 0.04006 -0.14572 -0.41 0.48 0.70 -0.17
```
Forces are in eV/Å.

The HOMO energy is -3.089 eV. The energy above the lowest of the compared OMol25 structures with the same formula, charge and spin comes out at 530.4 kJ/mol. The spin multiplicity is 1. For the energy, the calculation gives -10805.690 eV. The charge is -1.



Record 3
# C2H4N4O

A single C2H4N4O molecule (wB97M-V/def2-TZVPD, OMol25).

Structure (XYZ):
```
11
Properties=species:S:1:pos:R:3:forces:R:3:lowdin_charge:R:1
C 2.03162 0.27021 0.20018 -2.07 2.88 -3.24 0.00
O 0.30486 -1.41893 -0.00508 -0.02 -0.71 -0.59 -0.06
H 2.29692 0.07466 1.19228 -0.77 -0.07 1.92 0.06
N -1.47069 -0.22511 0.11963 -1.48 0.19 -0.35 0.07
N -1.05595 -1.35855 0.05928 -0.79 -1.83 1.34 0.04
H 2.09883 1.41079 -0.13147 -0.19 -2.34 1.21 0.13
H 2.79712 -0.17515 -0.34507 1.15 -0.99 -1.33 0.04
N -0.85987 1.96362 0.09184 4.67 0.20 -3.15 0.12
H -0.01679 2.57611 -0.38274 -2.36 -1.37 1.96 0.11
C -0.47848 0.73889 -0.08632 0.02 -0.93 0.96 -0.43
N 0.68169 -0.17846 -0.41010 1.84 4.97 1.28 -0.09
```
Forces are in eV/Å.

The HOMO energy is -9.537 eV. The energy above the lowest of the compared OMol25 structures with the same formula, charge and spin comes out at 549.7 kJ/mol. The spin multiplicity is 1. For the energy, the calculation gives -10141.437 eV.



Record 4
# C20H23CsI2N6O3S3

A molecular structure, C20H23CsI2N6O3S3 (wB97M-V/def2-TZVPD, OMol25).

Structure (XYZ):
```
58
Properties=species:S:1:pos:R:3:forces:R:3:lowdin_charge:R:1
H 1.99170 -2.66928 -4.47460 -0.01 0.13 0.15 0.08
C 1.15855 4.26824 -2.83592 -1.68 1.09 -0.35 -0.03
N -2.04765 -4.12229 1.68148 0.16 1.29 0.69 0.04
H -0.65044 2.18332 -2.95775 0.22 0.16 -0.32 0.06
N -3.84933 0.94750 0.57632 -1.46 -2.76 -0.79 -0.09
H -1.28177 -4.74771 1.81505 0.68 -0.24 -0.13 0.12
S -3.15541 -6.42516 1.15272 -0.33 0.46 -0.22 0.46
H 0.33478 5.25072 -0.20442 -0.15 -0.49 -0.33 0.12
C 2.17740 1.55440 0.24816 0.49 0.94 0.41 -0.17
O 0.30028 2.00385 3.09469 0.09 -0.44 0.02 -0.53
H 0.64510 4.38776 -3.79694 0.52 0.06 -0.15 0.02
H -1.60132 3.65703 0.83478 -0.12 -0.20 0.27 0.09
C -0.63710 2.78631 -2.06811 -0.69 0.15 -0.50 -0.25
I -1.58628 3.51684 -5.89804 0.13 0.00 0.03 -0.76
Cs -0.83683 -0.25491 0.80067 0.62 0.94 -0.44 0.98
C 3.08075 -1.43833 -1.50503 -0.10 -0.74 -0.35 -0.21
O -1.55568 0.54037 3.56453 0.35 -0.39 0.15 -0.63
C 3.43166 -2.67319 -0.92586 0.01 0.53 0.43 -0.03
H -1.00809 -2.44153 2.53465 0.41 -0.74 -0.09 0.04
C 3.30385 -3.85679 -1.64172 0.79 -1.13 1.23 -0.11
H -5.27740 -4.17129 0.95228 -0.04 -0.28 0.02 0.09
H 2.66781 -4.77320 -3.51903 0.17 0.45 0.53 0.11
C 4.37296 0.07542 -0.00862 0.52 -0.81 0.49 -0.03
C -3.01018 -2.01921 2.27987 0.29 0.13 -0.47 -0.16
H -2.83225 -1.00594 2.67472 -0.38 -0.57 -0.04 0.06
H -5.36270 1.93396 1.40632 -0.39 0.89 0.29 0.05
N 2.11879 0.58899 -0.63372 0.90 -1.19 0.22 0.07
H 3.64511 -4.79050 -1.13491 -0.46 0.73 -0.59 0.11
I 1.93499 0.24666 -3.88886 0.12 -0.17 0.18 0.94
C 3.22768 -0.22154 -0.69335 -1.48 1.08 -0.21 -0.28
H -3.33679 1.74049 0.45957 2.01 3.01 0.00 -0.02
H 5.32786 1.35420 1.42214 0.05 -0.10 0.33 0.10
C -1.94655 -2.83590 2.14371 0.63 -0.24 1.07 -0.18
C 3.27425 1.85698 1.06821 -0.25 0.22 -0.07 -0.03
H 1.36354 2.24273 0.32557 -0.83 0.09 -0.06 0.08
H 5.22473 -0.57803 -0.14066 0.14 0.04 -0.02 0.11
C -1.12139 3.56311 -0.11714 0.13 -0.64 -1.23 -0.15
C 2.39412 -2.65105 -3.46547 -0.13 -0.95 -1.13 -0.20
N -4.88134 1.07315 1.53051 -0.18 -0.83 -0.14 -0.05
C 2.79836 -3.86007 -2.91558 -0.33 -0.29 -0.58 -0.10
H 1.87988 3.51311 -2.87805 1.12 -1.28 -0.13 0.04
C -4.32948 -3.83663 1.33706 0.63 0.35 -0.27 -0.07
C 2.53878 -1.46573 -2.81087 0.23 1.00 0.87 -0.62
C 4.40148 1.09999 0.93369 0.20 0.30 -0.70 -0.06
H -4.31402 0.86966 -0.31400 0.00 -0.52 -0.39 0.07
N 0.09065 3.90840 -1.91767 1.02 -0.24 1.03 -0.11
H 3.20640 2.71888 1.72310 -0.04 -0.28 0.09 0.12
H -4.42619 1.03480 2.41207 0.15 0.18 1.02 0.05
C -3.20080 -4.73979 1.35417 -1.09 -0.01 0.25 -0.82
C -4.19648 -2.52105 1.74175 -0.38 -0.83 0.06 -0.05
H 3.76061 -2.70805 0.14009 -0.21 0.16 -1.06 0.13
N -1.43477 2.56221 -1.06968 -0.15 0.42 2.06 0.03
O -0.19369 1.41026 5.40966 0.27 -0.78 -0.50 -0.45
C -0.14194 4.36036 -0.62279 -0.19 0.52 -0.38 -0.09
S 1.10473 -0.73671 3.65466 -0.85 0.70 0.32 -0.07
S -0.17955 0.94428 4.01878 -0.16 0.57 -0.60 -0.01
H 1.64876 5.18741 -2.54373 -0.15 0.27 0.16 0.08
H -5.01012 -1.83748 1.69152 -0.84 0.23 -0.11 0.09
```
Forces are in eV/Å.

The HOMO energy is -2.207 eV. The energy above the lowest of the compared OMol25 structures with the same formula, charge and spin comes out at 0.0 kJ/mol. The spin multiplicity is 1. For the energy, the calculation gives -85454.406 eV. The charge is -2.



Record 5
# C17H35O12S4

6 unconnected molecules or ions with the total composition C17H35O12S4 (wB97M-V/def2-TZVPD, OMol25).

Structure (XYZ):
```
68
Properties=species:S:1:pos:R:3:forces:R:3:lowdin_charge:R:1
H -1.23494 2.49537 2.36501 -0.12 0.47 -0.21 0.10
O 1.10123 4.04794 0.16431 -0.42 0.07 0.56 -0.35
H -5.54060 0.98737 0.79617 0.72 -0.16 0.63 0.12
H 2.81134 -0.71230 1.34321 -0.14 -0.17 -0.13 0.02
O 2.97206 -0.56839 0.40765 0.37 0.31 -0.14 -0.08
H -4.55760 1.90633 3.01353 0.38 -1.26 -0.93 0.14
C 1.05697 -5.09519 -3.00104 -0.04 1.52 -1.44 -0.15
H 0.32404 -3.86841 -4.89313 0.66 -0.13 1.64 0.13
C -3.99091 1.18422 2.33232 -1.30 1.65 0.55 -0.22
H -1.70433 0.82695 4.12566 -0.40 0.28 0.16 0.06
O -0.57746 -0.55940 -1.11976 0.43 -0.81 0.36 -0.07
C 3.00103 2.62663 -1.08448 -0.77 -1.09 0.01 -0.21
H -4.47659 -0.48657 -0.52938 0.76 0.19 0.63 0.13
H -2.94739 1.48980 2.46933 -0.13 -0.57 -0.18 0.07
H 2.68451 -4.72601 -1.56220 -0.22 0.34 0.14 0.10
O -2.33509 3.08789 5.33598 0.37 0.63 -0.57 -0.35
H 3.84711 3.29804 -1.21094 -0.24 0.21 0.25 0.10
S -0.90681 2.86753 5.21962 0.13 -0.27 0.70 0.72
H -4.35514 2.01333 0.28834 0.83 1.22 -0.27 0.10
H -0.54746 2.53144 -1.89224 0.54 -0.12 -0.56 0.12
H 1.08413 0.34522 -2.69807 0.19 1.27 0.20 0.11
C -3.31874 -1.06787 1.31895 0.31 -0.48 -0.93 -0.21
C 1.35251 1.44160 -2.64461 0.53 -1.65 0.36 -0.19
H 0.26012 -3.02838 -3.28507 -0.83 0.16 0.32 0.06
H 1.16446 3.53681 2.27214 -0.02 -0.64 1.01 0.09
C -0.37799 1.99679 2.79766 0.75 0.29 0.13 -0.23
H 0.96611 4.21640 4.89421 -0.46 0.97 0.11 0.08
O -5.55992 -0.98610 2.73330 0.04 0.24 -0.50 -0.31
O -3.45098 -0.78399 4.03801 -0.84 0.13 -1.89 -0.36
S 3.40977 -4.24071 -3.76824 0.01 -0.79 -0.44 0.65
H -2.85571 0.26361 -0.35321 -0.33 -0.23 0.29 0.10
C -0.76927 1.37303 4.10909 -0.37 0.95 0.53 -0.22
C 0.44583 2.13913 -1.62131 -0.44 -0.52 0.68 -0.26
S -4.19150 -0.53779 2.77780 2.20 0.43 2.72 0.67
H -0.03820 0.68150 4.45334 0.94 -0.27 0.52 0.10
O 1.41410 4.42823 -2.26903 0.12 -0.58 0.84 -0.34
H 2.36831 -1.16109 -0.09129 -0.25 0.12 0.36 -0.01
O 4.60924 -3.60107 -3.30503 0.27 -0.16 0.21 -0.32
O -0.16698 2.81540 6.47559 -0.21 -0.55 -0.75 -0.36
H 2.28625 -2.25350 -3.29819 0.21 -0.34 0.03 0.10
C -0.09383 -1.71844 -0.93432 -3.82 2.01 -1.16 -0.78
H 0.73317 -5.90742 -3.61931 0.23 -0.61 -0.37 0.09
C 2.89226 1.58659 -2.24932 -0.85 0.59 0.60 -0.18
O 3.47106 -5.13610 -4.91152 0.11 0.34 0.08 -0.34
H -2.18583 -1.04048 1.38376 -1.47 -0.15 0.45 0.12
H 3.04420 -6.14823 -2.48863 -0.59 -0.06 -0.31 0.10
C 0.76396 3.01972 3.18051 -1.72 0.40 -1.18 -0.19
H 0.36102 -5.02681 -2.20651 -0.44 0.04 1.06 0.08
H 0.22094 1.52002 -0.73249 0.53 -0.05 -0.49 0.09
H -0.10409 1.20728 2.09519 0.40 0.21 -0.09 0.12
C 0.83084 -3.70697 -3.87646 0.03 -1.74 -0.70 -0.16
H -0.34776 4.86239 3.70617 -0.20 0.22 0.29 0.10
C 2.16775 -3.04034 -4.05643 -0.14 0.78 1.09 -0.27
H 1.32576 1.82536 -3.63344 -0.81 0.64 -0.80 0.08
O 1.03520 -2.06101 -0.71213 1.98 -1.46 0.39 0.02
H 3.14933 0.62793 -1.80267 0.68 0.06 -0.45 0.08
C -4.43183 1.13249 0.86926 -2.04 0.04 0.50 -0.26
H 2.31817 -2.55772 -4.98933 0.28 0.11 -1.05 0.10
C 2.50996 -5.19185 -2.52579 0.42 0.65 -0.13 -0.21
O -1.10032 -2.74066 -1.06876 -1.13 0.93 -1.16 -0.04
C 0.15377 4.04021 4.19421 0.07 -2.45 -0.35 -0.17
H -1.90079 -2.28068 -1.53597 2.38 -0.98 1.51 0.13
C -3.76163 -0.03230 0.20547 0.40 -1.68 -0.83 -0.21
H -3.69094 -2.10723 1.19791 0.50 0.58 -0.35 0.11
H 3.50827 1.91712 -3.13345 -0.63 -0.68 1.00 0.12
H 1.45389 2.45403 3.77542 0.98 -0.27 -0.25 0.10
S 1.40995 3.50327 -1.12959 1.48 1.27 -1.45 0.65
H 3.01202 2.07606 -0.10577 0.15 0.63 -0.82 0.10
```
Forces are in eV/Å.

The HOMO energy is -6.798 eV. The spin multiplicity is 1. For the energy, the calculation gives -86108.316 eV. The charge is -1.